i:
ORCA calculation (ωB97M-V with the def2-TZVPD basis set) on a molecular structure, C4H8NO2.

```
15
C4H8NO2 | OMol25 | ωB97M-V with the def2-TZVPD basis set
C -0.06894 -0.51465 -1.21248
C -0.56035 0.89926 -1.41837
C -1.05226 1.68394 -0.20022
N -0.53693 1.51926 -2.55882
C 1.28511 -2.01812 2.65153
O 1.03174 -2.04182 1.48997
O 1.07147 -1.25684 3.63743
H -0.94208 -1.10355 -0.89398
H 0.71088 -0.57242 -0.44129
H 0.26597 -0.87973 -2.19135
H 0.49153 1.47821 -2.15694
H -1.09848 1.12772 0.74051
H -0.39637 2.53688 -0.10121
H -2.06205 2.04458 -0.42103
H 1.86076 -2.90272 3.07623
```

Summary:
Lowest unoccupied orbital energy (alpha / beta) in eV: 0.615 / -3.924
Frontier orbital gap (alpha / beta) in eV: 8.38 / 3.84
2S+1: 2
Molecular weight in g/mol: 102.113

ii:
ORCA calculation (ωB97M-V with the def2-TZVPD basis set) on a molecular structure, C4H8NO2.

```
15
C4H8NO2 | OMol25 | ωB97M-V with the def2-TZVPD basis set
C -0.46309 2.09258 -0.49845
O -1.72280 2.43324 -0.19397
C -0.20396 0.58681 -0.72761
C -0.38083 -0.24993 0.52071
C 0.10856 -1.70609 0.35953
N 1.47753 -1.70107 0.39809
O -0.68057 -2.57775 0.09083
H -0.10990 2.52943 -1.45832
H 0.28589 2.46759 0.22716
H 0.83437 0.55902 -1.07655
H -0.78287 0.17841 -1.56240
H 0.29500 0.17988 1.27168
H -1.40437 -0.20875 0.88993
H 1.80251 -2.67823 0.36615
H 0.94453 -1.90515 1.39323
```

Summary:
Lowest unoccupied orbital energy (alpha / beta) in eV: 0.640 / -1.692
Frontier orbital gap (alpha / beta) in eV: 10.57 / 8.17
2S+1: 2
Molecular weight in g/mol: 102.113

Most stable: ii

i:
ORCA calculation (ωB97M-V with the def2-TZVPD basis set) on 2 unconnected molecules or ions with the total composition C2H9NSi.

```
13
C2H9NSi | OMol25 | ωB97M-V with the def2-TZVPD basis set
C -1.57420 -0.69729 0.01135
C -0.87971 0.75490 -0.25925
N 0.25339 1.22492 0.32162
Si 2.28977 -0.17833 0.04371
H -1.16411 -1.59049 -0.49233
H -1.56087 -1.02142 1.07247
H -2.71520 -0.68389 -0.32794
H -0.74665 0.65565 -1.33983
H -1.63815 1.51818 -0.21547
H 0.10217 1.28459 1.27633
H 3.23868 0.85865 -0.64198
H 1.61487 -1.28774 -0.72989
H 2.78001 -0.83772 1.28122
```

Summary:
Lowest unoccupied orbital energy in eV: 0.062
Frontier orbital gap in eV: 8.31
2S+1: 1
Molecular weight in g/mol: 75.187

ii:
ORCA calculation (ωB97M-V with the def2-TZVPD basis set) on a single C2H9NSi molecule.

```
13
C2H9NSi | OMol25 | ωB97M-V with the def2-TZVPD basis set
C 1.56900 -1.26635 0.92682
N 0.15020 -0.76294 0.31192
Si -0.13230 0.91854 -0.00722
C -1.66208 0.81326 -1.05747
H 1.51334 -1.59369 1.93849
H 1.99243 -1.92601 0.21344
H 2.03850 -0.38879 1.15333
H -0.29840 -1.54211 -0.13267
H 1.20231 1.23968 -0.57592
H -0.47930 1.97192 1.03074
H -2.56385 0.95217 -0.50162
H -1.63981 1.65257 -1.64553
H -1.69004 -0.06823 -1.65430
```

Summary:
Lowest unoccupied orbital energy in eV: 1.183
Structure (SMILES): CN[SiH2]C
Frontier orbital gap in eV: 10.02
2S+1: 1
Molecular weight in g/mol: 75.187

Most stable: ii

i:
ORCA calculation (ωB97M-V with the def2-TZVPD basis set) on a single C7H8O4 molecule.

```
19
C7H8O4 | OMol25 | ωB97M-V with the def2-TZVPD basis set
O -2.72584 -1.09761 1.76477
C -1.59313 -0.84973 1.24696
C -1.47429 0.32957 0.37779
C -0.32217 0.59355 -0.30201
C -0.10482 1.89015 -1.03919
O 0.06632 1.71677 -2.44750
C 0.77043 -0.42808 -0.53479
O 1.99131 0.22462 -0.62552
C 0.77102 -1.45490 0.62632
O 0.75387 -0.97805 1.92326
C -0.32169 -1.69590 1.48389
H -2.36377 0.85021 0.29374
H 0.82782 2.37976 -0.62091
H -1.11835 2.47700 -0.60306
H 0.88272 1.35404 -2.59666
H 0.59015 -1.07839 -1.54210
H 2.43899 0.59542 0.20068
H 1.38130 -2.10190 0.57707
H -0.44985 -2.72653 1.81726
```

Summary:
Lowest unoccupied orbital energy in eV: -0.290
Structure (SMILES): O=C1C=C(CO)[C@@H](O)[C@H]2O[C@@H]12
Frontier orbital gap in eV: 9.55
2S+1: 1
Molecular weight in g/mol: 156.137

ii:
ORCA calculation (ωB97M-V with the def2-TZVPD basis set) on a single C7H8O4 molecule.

```
19
C7H8O4 | OMol25 | ωB97M-V with the def2-TZVPD basis set
O -1.19921 -2.03842 0.88668
C -0.72313 -1.15963 0.19042
C 0.25933 -0.25472 0.73426
C 0.61018 -0.56013 2.14555
O 0.86794 -1.92559 2.38246
C 0.78500 0.77969 0.09042
C 0.73831 0.97431 -1.37737
O 0.68449 2.33772 -1.73690
C -0.62371 0.40030 -1.75054
O -1.74685 0.68905 -0.95517
C -1.26812 -0.75152 -1.15573
H -0.26051 -0.17658 2.78532
H 1.52161 -0.01120 2.51193
H 0.04107 -2.31997 2.13199
H 1.38945 1.57176 0.53996
H 1.49257 0.44462 -2.03453
H 0.14010 2.80463 -1.04801
H -0.68720 0.57175 -2.81946
H -2.02133 -1.37606 -1.52127
```

Summary:
Lowest unoccupied orbital energy in eV: -0.591
Structure (SMILES): O=C1C(CO)=C[C@H](O)[C@@H]2O[C@H]12
Frontier orbital gap in eV: 9.27
2S+1: 1
Molecular weight in g/mol: 156.137

Most stable: ii

i:
ORCA calculation (ωB97M-V with the def2-TZVPD basis set) on 11 unconnected molecules or ions with the total composition C6H31NO10.

```
48
C6H31NO10 | OMol25 | ωB97M-V with the def2-TZVPD basis set
C 2.82852 2.97509 -1.38036
C 1.67864 2.36833 -1.73190
C 0.65092 1.79336 -0.88967
C -0.64420 1.69332 -1.15746
N -1.25037 1.99270 -2.43716
C 1.13639 1.29609 0.40663
C 1.61893 -0.20138 0.20087
H 3.54638 3.34199 -2.09318
H 3.24202 3.26471 -0.40404
H 1.52482 2.10172 -2.77073
H -1.23609 1.32819 -0.35642
H -0.59551 1.97208 -3.18787
H -2.09052 1.58183 -2.73771
H 2.02467 1.89098 0.70874
H 0.36977 1.28191 1.19294
H 2.51456 -0.40292 0.71147
H 1.68669 -0.40367 -0.87543
H 0.96723 -0.99331 0.56274
O -0.72312 3.32910 2.12321
H -1.02681 3.29892 1.16744
H 0.19225 3.61750 2.13601
O 1.01926 -1.51667 4.08027
H 1.05708 -2.08986 4.84367
H 0.12666 -1.60725 3.70999
O 2.70938 1.57447 3.41670
H 1.77403 1.36407 3.60681
H 3.15910 0.98524 4.02104
O 0.11536 -3.90624 -0.07575
H 0.94668 -4.01092 0.42121
H 0.29040 -3.39951 -0.86226
O -1.97547 -2.70972 2.53988
H -2.65863 -2.19300 2.12908
H -1.83722 -3.40202 1.84662
O -2.33000 -1.33006 -2.08690
H -1.57925 -0.93468 -1.64840
H -2.53286 -0.69428 -2.77873
O 1.88411 -2.09321 -3.19320
H 1.94652 -2.13056 -2.24431
H 2.72025 -2.17092 -3.62566
O -3.64867 -2.17265 0.17085
H -4.51848 -1.84485 0.29859
H -3.23383 -1.85402 -0.62140
O -2.84241 0.29508 3.29623
H -2.09617 -0.28639 3.27599
H -2.49489 1.12212 3.64576
O -0.94925 -0.41684 -4.29052
H -0.02507 -0.50575 -4.47009
H -1.44179 -1.19813 -4.59356
```

Summary:
Lowest unoccupied orbital energy in eV: 0.086
Structure (SMILES): C=C/C(=C\N)CC.O.O.O.O.O.O.O.O.O.O
Frontier orbital gap in eV: 8.04
2S+1: 1
Molecular weight in g/mol: 277.311

ii:
ORCA calculation (ωB97M-V with the def2-TZVPD basis set) on 9 unconnected molecules or ions with the total composition C6H31NO10.

```
48
C6H31NO10 | OMol25 | ωB97M-V with the def2-TZVPD basis set
C -0.37565 -0.11976 -2.35451
O 0.34942 0.37697 -1.25764
C 1.63412 -0.18730 -1.07749
C 2.48230 0.87170 -0.48563
N 1.98173 1.27746 0.78929
C 2.00850 2.65834 1.17194
C 3.26849 3.16257 1.78298
O 4.25051 3.37262 0.84505
C 4.48736 4.61661 0.25896
H -0.37910 -1.15190 -2.38883
H -0.02157 0.23554 -3.32034
H -1.37427 0.33598 -2.22426
H 2.05144 -0.49515 -2.11276
H 1.54166 -1.12859 -0.50262
H 2.44580 1.69586 -1.16968
H 3.51638 0.52807 -0.44826
H 2.16963 0.61555 1.52571
H 1.09000 2.84234 1.79648
H 1.90217 3.14727 0.23039
H 3.60421 2.48582 2.54718
H 3.06536 4.17035 2.32400
H 3.58334 5.06889 -0.26027
H 5.28769 4.44714 -0.52618
H 4.78839 5.31689 1.06851
O -1.28482 1.59808 1.32147
H -1.06696 1.47830 2.29012
H -0.50099 1.34908 0.76566
O -4.98183 -2.16103 1.22301
H -4.64827 -3.02177 0.91078
H -4.75516 -1.48729 0.50826
O -1.70882 -5.54200 -3.38687
H -1.29799 -6.20875 -3.89278
H -1.11268 -5.40423 -2.63088
O -2.12812 3.82795 -1.49342
H -2.90509 3.71386 -0.97089
H -1.41804 3.61343 -0.92593
O -2.75665 -4.63855 1.86240
H -2.08894 -4.09347 1.38179
H -3.40978 -4.05751 2.34034
O -2.97774 -3.92548 -0.74936
H -3.04531 -4.69294 -0.15323
H -3.28225 -4.08508 -1.63162
O -0.05149 -2.82518 0.77489
H -0.82186 -2.26291 0.60298
H 0.19571 -2.57319 1.64726
O -2.12882 -1.11520 1.19027
H -2.20318 -0.17731 1.29791
H -2.97885 -1.45205 1.50582
```

Summary:
Lowest unoccupied orbital energy in eV: 0.327
Structure (SMILES): COCCNCCOC.O.O.O.O.O.O.O.O
Frontier orbital gap in eV: 8.93
2S+1: 1
Molecular weight in g/mol: 277.311

Most stable: i